{"formula": "C3H2IN2S", "method": "the ωB97M-V functional and the def2-TZVPD basis", "multiplicity": 3, "homo_ev": [-1.45, -3.62], "s2": 2.028, "charge": -1, "symbols": ["C", "C", "C", "N", "N", "S", "I", "H", "H"], "coordinates": [[-0.228008, -1.136633, 0.239988], [-0.818505, 1.304537, -0.169413], [-1.033953, 0.012683, -0.058081], [1.054526, -0.982154, 0.152042], [1.607609, 0.042315, -0.286067], [-2.656687, 0.672308, 0.287086], [3.723076, 0.046715, -0.131417], [-0.659357, -2.095844, 0.766395], [-0.988697, 2.136069, -0.800536]], "atomic_forces_ev_per_a": [[-3.86, 0.58, 1.15], [-0.39, 2.96, 1.18], [-0.35, -5.22, -0.29], [2.81, -1.59, 0.52], [-1.09, 1.05, -0.26], [0.76, 0.04, 0.12], [1.09, -0.27, -0.05], [0.91, 2.02, -1.40], [0.12, 0.44, -0.97]]}